{"formula": "C27H52BaN11O2", "method": "the ωB97M-V functional and the def2-TZVPD basis", "elements": ["Ba", "C", "N", "C", "C", "N", "C", "C", "N", "C", "C", "N", "C", "N", "C", "C", "N", "C", "C", "C", "C", "N", "C", "N", "C", "C", "N", "C", "C", "N", "C", "C", "H", "H", "H", "H", "H", "H", "H", "H", "H", "H", "H", "H", "H", "H", "H", "H", "H", "H", "H", "H", "H", "H", "H", "H", "H", "H", "H", "H", "H", "H", "H", "H", "H", "H", "H", "H", "H", "H", "H", "H", "H", "H", "H", "H", "H", "H", "H", "H", "O", "C", "O", "C", "C", "C", "C", "C", "N", "H", "H", "H", "H"], "coordinates": [[0.499594, -0.547640, 0.279368], [0.611582, -1.786531, -3.156418], [0.189844, -3.171075, -3.088849], [0.075236, -3.871961, -4.358357], [-0.279006, -3.659650, -1.910832], [-0.290971, -2.876018, -0.884437], [-0.759105, -3.369266, 0.405309], [-2.048725, -2.640054, 0.838279], [-1.870470, -1.219813, 1.214662], [-1.791174, -1.064412, 2.680415], [-1.433877, 0.330498, 3.190252], [-0.128224, 0.804948, 2.736697], [0.454533, 1.700977, 3.480720], [-0.195030, 2.442933, 4.446625], [-1.430651, 3.138354, 4.149985], [0.381745, 2.708044, 5.751582], [1.800850, 1.929339, 3.375833], [2.647017, 0.991920, 2.669291], [2.332779, 3.282867, 3.405450], [-2.776342, -0.292398, 0.510793], [-2.311041, 0.109000, -0.915643], [-1.248763, 1.122509, -0.914697], [-1.472636, 2.316619, -1.344853], [-2.696377, 2.826078, -1.835355], [-3.032408, 2.507855, -3.210446], [-3.802102, 2.919199, -0.902125], [-0.436286, 3.202063, -1.354024], [-0.623398, 4.631133, -1.568165], [0.825641, 2.816699, -0.745232], [-0.689209, -5.010132, -1.945141], [-2.102175, -5.288802, -1.786950], [0.233556, -5.990080, -1.399877], [1.045127, -1.603850, -4.137574], [1.376457, -1.553746, -2.413753], [-0.232263, -1.099400, -3.018106], [1.028534, -3.828270, -4.885550], [-0.690203, -3.411986, -4.989769], [-0.187151, -4.908070, -4.181951], [0.039496, -3.235468, 1.152942], [-0.964154, -4.439195, 0.406764], [-2.502301, -3.183221, 1.675064], [-2.751820, -2.698357, 0.004480], [-1.035221, -1.771834, 3.035071], [-2.743983, -1.356022, 3.146441], [-1.473780, 0.274918, 4.284422], [-2.238906, 1.014698, 2.909551], [-1.602494, 3.149922, 3.075618], [-1.347805, 4.175249, 4.486874], [-2.300399, 2.693082, 4.642149], [1.282484, 2.115592, 5.885426], [-0.332827, 2.432037, 6.530350], [0.631698, 3.765238, 5.885088], [2.319525, -0.030464, 2.828515], [3.670036, 1.083514, 3.033452], [2.667733, 1.197340, 1.589083], [1.594746, 3.983385, 3.779160], [2.622701, 3.595658, 2.396139], [3.218980, 3.329719, 4.040123], [-2.860244, 0.624854, 1.090571], [-3.785600, -0.718345, 0.440339], [-3.190024, 0.428121, -1.474528], [-1.937689, -0.787430, -1.430944], [-2.132331, 2.538586, -3.824424], [-3.726192, 3.256629, -3.596549], [-3.499027, 1.521184, -3.332222], [-3.425701, 3.174837, 0.088963], [-4.398661, 2.001445, -0.817534], [-4.472526, 3.720490, -1.218308], [-0.705407, 5.169128, -0.618459], [-1.520963, 4.807254, -2.148124], [0.235285, 5.022923, -2.111685], [1.260002, 1.920667, -1.194714], [0.707711, 2.644906, 0.333533], [1.536981, 3.627096, -0.888597], [-2.689409, -4.501471, -2.260758], [-2.426751, -5.379185, -0.741390], [-2.342915, -6.228508, -2.287622], [1.258440, -5.684953, -1.608274], [0.064323, -6.954667, -1.881964], [0.133199, -6.132532, -0.316270], [4.790779, -1.670142, 1.273427], [3.857477, -1.311133, 0.578207], [2.605569, -1.439049, 0.818932], [4.157454, -0.584985, -0.736565], [5.456290, -0.578864, -1.227606], [5.720529, 0.067976, -2.420983], [4.678302, 0.702283, -3.081409], [3.418746, 0.657661, -2.510314], [3.146441, 0.028559, -1.365007], [6.221787, -1.083145, -0.655478], [6.721335, 0.082012, -2.832596], [4.831239, 1.223631, -4.016093], [2.582967, 1.150490, -2.999443]], "forces_ev_per_angstrom": [[1.1, 0.8, -0.4], [0.0, 0.0, 0.0], [0.0, 0.0, 0.0], [0.0, 0.0, 0.0], [0.1, 0.1, 0.0], [-0.3, -0.1, 0.2], [-0.2, 0.0, -0.1], [0.0, 0.0, 0.0], [-0.4, -0.1, 0.0], [-0.1, 0.1, -0.1], [0.0, 0.0, 0.0], [-0.2, 0.0, 0.0], [0.1, -0.1, 0.0], [-0.1, 0.0, 0.0], [0.0, 0.0, 0.0], [0.1, 0.0, 0.0], [0.0, 0.0, 0.0], [0.0, 0.0, 0.0], [0.0, 0.0, 0.1], [0.0, 0.0, -0.1], [-0.1, 0.1, 0.1], [-0.5, -0.2, 0.1], [0.1, 0.0, 0.0], [0.0, 0.0, 0.0], [0.0, 0.0, 0.0], [0.0, 0.0, 0.0], [0.0, 0.0, 0.0], [0.0, 0.0, 0.0], [-0.1, 0.0, 0.0], [0.0, 0.0, 0.0], [0.0, 0.0, 0.0], [0.0, 0.0, 0.0], [0.0, 0.0, 0.0], [0.0, -0.1, 0.0], [0.0, 0.0, 0.0], [0.0, 0.0, 0.0], [0.0, 0.0, 0.0], [0.0, 0.0, 0.0], [-0.1, 0.1, 0.0], [0.0, 0.0, 0.0], [0.0, 0.0, 0.0], [0.0, 0.0, 0.0], [0.0, 0.0, 0.0], [0.0, 0.0, 0.0], [0.0, 0.0, 0.0], [0.0, 0.1, 0.0], [0.0, 0.0, 0.0], [0.0, 0.0, 0.0], [0.0, 0.0, 0.0], [0.0, 0.0, 0.0], [0.0, 0.0, 0.0], [0.0, 0.0, 0.0], [0.0, 0.0, 0.0], [0.0, 0.0, 0.0], [0.0, 0.0, 0.0], [-0.1, 0.0, 0.0], [0.0, 0.0, 0.0], [0.0, 0.0, 0.0], [0.0, 0.0, 0.0], [0.0, 0.0, 0.0], [0.0, 0.0, 0.0], [0.0, 0.0, 0.1], [0.0, 0.0, 0.0], [0.0, 0.0, 0.0], [0.0, 0.0, 0.0], [0.0, 0.0, 0.0], [0.0, 0.0, 0.0], [0.0, 0.0, 0.0], [0.0, 0.0, 0.0], [0.0, 0.0, 0.0], [0.0, 0.0, 0.0], [-0.1, 0.0, -0.1], [0.0, 0.0, 0.0], [0.0, 0.0, 0.0], [0.0, 0.0, 0.0], [0.0, 0.0, 0.0], [0.0, 0.0, 0.0], [0.0, 0.0, 0.0], [0.0, 0.0, 0.0], [0.0, 0.0, 0.0], [0.1, 0.0, -0.1], [-0.2, 0.0, 0.0], [0.8, -0.6, 0.3], [0.0, 0.0, 0.0], [0.0, 0.0, 0.0], [0.0, 0.0, 0.0], [0.0, 0.0, 0.0], [0.0, 0.0, 0.0], [0.0, 0.0, 0.1], [0.0, 0.0, 0.0], [0.0, 0.0, 0.0], [0.0, 0.0, 0.0], [0.0, 0.0, 0.0]], "total_charge": 1, "gap_ev": 9.060, "e_above_lowest_kcal_mol": 0.0, "e_tot_ha": -1838.1888, "fmax_ev_per_a": 1.44}